P.
C4H10O3 | ωB97M-V/def2-TZVPD

Structure (ORCA input):
```
! RIJCOSX wB97M-V def2-TZVPD def2/J DEFGRID3
* xyz 0 1
C -0.82418 -2.57802 -0.19421
O -0.57700 -1.36881 0.47906
C -0.27816 -0.29349 -0.38719
C -0.11075 0.92576 0.50372
O 0.85857 0.64941 1.50243
C 0.39138 2.15555 -0.24923
O 1.74678 2.00643 -0.59437
H -0.95881 -3.35134 0.56576
H 0.01612 -2.85531 -0.84747
H -1.73729 -2.51454 -0.80533
H 0.65500 -0.48827 -0.93891
H -1.09039 -0.13455 -1.11465
H -1.08363 1.14660 0.96950
H 0.77593 -0.29556 1.69885
H 0.23028 3.04522 0.37925
H -0.17439 2.29555 -1.17742
H 2.16053 1.65537 0.21021
*
```

## Properties
- HOMO energy: -10.09 eV
- Structure (SMILES): COC[C@@H](O)CO

=====

Q.
C4H10O3 | ωB97M-V/def2-TZVPD

Structure (ORCA input):
```
! RIJCOSX wB97M-V def2-TZVPD def2/J DEFGRID3
* xyz 0 1
C -1.74499 -0.91916 0.41077
C -1.10493 0.09892 -0.15633
O -1.50353 0.61732 -1.35135
C 0.05059 0.87252 0.33531
C 0.10319 2.16827 0.63576
H -2.80942 -1.09740 0.37610
H -1.20959 -1.43350 1.20063
H -2.07588 -0.00854 -1.80603
H 1.00723 0.34741 0.23707
H -0.70405 2.69350 1.12873
H 0.99612 2.71526 0.40901
H 1.58223 -3.05789 2.23151
H 1.16942 -1.88576 1.37673
O 1.23278 -2.16317 2.29885
H 2.07870 -0.02656 -2.96441
H 1.62768 0.78806 -1.64452
O 2.06466 0.01848 -2.01002
*
```

## Properties
- HOMO energy: -8.68 eV
- Structure (SMILES): C=CC(=C)O.O.O

=====

Order from most stable to least stable according to the calculation: P, Q

=====

P.
C2H16N2O4 | ωB97M-V/def2-TZVPD

Structure (ORCA input):
```
! RIJCOSX wB97M-V def2-TZVPD def2/J DEFGRID3
* xyz 0 1
C 0.59398 -0.76057 -1.31319
C -0.35044 0.26099 -2.00542
N 0.00368 1.61740 -1.56378
N -0.08916 -2.03835 -1.15422
H 0.77655 -0.26852 -0.34918
H 1.47832 -0.90931 -1.94464
H -1.37913 0.03996 -1.72947
H -0.26535 0.19026 -3.10368
H 0.99419 1.71302 -1.78195
H -0.42970 2.35286 -2.11130
H -0.74325 -2.17605 -1.90731
H -0.49676 -2.36899 -0.30412
H -1.48856 -1.25781 1.85944
H -0.65326 -0.84968 0.71850
O -1.55535 -0.74902 1.03737
H 2.14746 1.57662 1.59335
H 0.65503 1.55907 1.95918
O 1.50731 1.15041 2.17948
H 1.45173 -1.76160 1.57821
H 0.93737 -0.81974 2.64845
O 0.85400 -1.73684 2.32905
H -1.10233 2.10945 0.46990
H -1.54791 1.08933 1.47984
O -1.29842 2.03712 1.41550
*
```

## Properties
- HOMO energy: -9.26 eV
- Structure (SMILES): NCCN.O.O.O.O

=====

Q.
C2H16N2O4 | ωB97M-V/def2-TZVPD

Structure (ORCA input):
```
! RIJCOSX wB97M-V def2-TZVPD def2/J DEFGRID3
* xyz 0 1
N 0.50406 -1.47044 -1.31185
C -0.92181 -1.50259 -1.51472
C -1.64319 -1.69385 -0.26194
N -1.97086 -0.24682 0.25536
H 0.88527 -0.43887 -1.34417
H 1.06595 -2.13230 -1.76132
H -1.14085 -2.30343 -2.26210
H -1.24082 -0.67199 -2.17371
H -2.75390 -1.92468 -0.48754
H -1.15309 -2.16316 0.57231
H -2.59172 -0.38210 1.02634
H -1.20597 0.21935 0.67811
H 1.68254 2.24433 -1.92616
H 0.30795 1.97268 -1.29246
O 1.01907 1.49632 -1.81841
H -0.49105 3.29174 1.58621
H 0.62673 2.34654 0.85282
O -0.08427 3.06476 0.79333
H 1.35889 0.13091 1.54966
H 1.65568 1.18396 2.77242
O 1.07369 1.10873 1.93327
H 0.60509 -1.87904 1.82932
H 1.12178 -1.55610 0.34134
O 1.35715 -1.51210 1.35360
*
```

## Properties
- HOMO energy: -9.43 eV
- Structure (SMILES): NCCN.O.O.O.O

=====

Order from most stable to least stable according to the calculation: P, Q

=====

P.
C4H9NO2 | ωB97M-V/def2-TZVPD

Structure (ORCA input):
```
! RIJCOSX wB97M-V def2-TZVPD def2/J DEFGRID3
* xyz 0 1
C 1.30265 0.53802 -0.43424
C -1.25352 -0.30963 1.33211
C 1.26930 -0.57179 -1.20111
N 0.53053 1.66464 -0.66357
C -0.59354 -1.45952 0.45259
O -1.90245 0.68755 0.59233
O -0.10670 -2.43872 0.96956
H -1.23461 1.18604 0.08738
H 1.80200 0.52968 0.52562
H 0.87055 2.52068 -0.24943
H 0.21425 1.76072 -1.61929
H -2.02597 -0.82238 1.91449
H -0.52030 0.09201 2.04789
H -1.13645 -1.48889 -0.52399
H 0.77453 -0.54799 -2.16100
H 2.00971 -1.34041 -1.06936
*
```

## Properties
- HOMO energy: -8.98 eV
- Structure (SMILES): O=CCO.C=CN

=====

Q.
C4H9NO2 | ωB97M-V/def2-TZVPD

Structure (ORCA input):
```
! RIJCOSX wB97M-V def2-TZVPD def2/J DEFGRID3
* xyz 0 1
C -0.81194 -1.30808 -1.13327
O -1.33120 0.80649 0.31508
C -0.69568 0.27447 1.47381
C 0.05404 0.52099 0.24630
N 0.38129 -0.66638 -0.54292
O 0.97987 -1.59151 0.37403
C 0.91105 1.75105 0.04769
H -1.76611 -0.98511 -0.70119
H -0.84627 -1.08363 -2.20320
H -0.70162 -2.37838 -0.96792
H -0.91289 -0.76910 1.70751
H -0.65838 0.95982 2.31577
H 1.81482 -1.83352 -0.04960
H 1.89444 1.67214 0.52327
H 0.38236 2.60656 0.48109
H 1.05896 1.94163 -1.02008
*
```

## Properties
- HOMO energy: -9.22 eV
- Structure (SMILES): CN(O)[C@]1(C)CO1

=====

Order from most stable to least stable according to the calculation: P, Q

=====

P.
C4H9NO2 | ωB97M-V/def2-TZVPD

Structure (ORCA input):
```
! RIJCOSX wB97M-V def2-TZVPD def2/J DEFGRID3
* xyz 0 1
C 0.45828 -0.81671 0.71024
C -0.94256 -0.97513 0.33709
C 0.64282 0.96162 -0.62146
C -1.19233 0.43310 -0.27589
O 1.38578 -1.60168 0.14322
O 0.69308 -0.29861 1.92619
N -1.88712 0.42042 -1.39326
H 2.24774 -1.15629 0.08861
H 1.62568 -0.07455 2.05170
H -1.85168 1.32959 -1.85376
H -1.05523 -1.71414 -0.45009
H -1.59686 -1.18410 1.18156
H -1.31484 1.15272 0.54800
H 0.96305 0.38648 -1.49008
H 0.33034 1.95455 -0.94163
H 1.49383 1.18273 0.03955
*
```

## Properties
- HOMO energy (alpha / beta): -7.30 / -7.30 eV

=====

Q.
C4H9NO2 | ωB97M-V/def2-TZVPD

Structure (ORCA input):
```
! RIJCOSX wB97M-V def2-TZVPD def2/J DEFGRID3
* xyz 0 1
C 1.70520 -1.18868 0.80940
N 0.50698 -0.62775 1.43039
C -0.26435 0.24863 0.52411
C -1.26042 -0.61789 -0.22314
O -2.23783 0.12423 -0.90929
C 0.58038 1.22145 -0.28140
O 0.90332 1.04954 -1.42673
H 2.64001 -0.60835 0.84504
H 1.89899 -2.20966 1.14564
H 1.50328 -1.33711 -0.24953
H 0.76872 -0.14878 2.28139
H -0.88263 0.89180 1.18209
H -1.85567 -1.14410 0.51425
H -0.77320 -1.37082 -0.86380
H -1.97980 0.85854 -1.43493
H 0.95846 2.09223 0.28332
*
```

## Properties
- HOMO energy: -9.30 eV
- Structure (SMILES): CN[C@@H](C=O)CO

=====

R.
C4H9NO2 | ωB97M-V/def2-TZVPD

Structure (ORCA input):
```
! RIJCOSX wB97M-V def2-TZVPD def2/J DEFGRID3
* xyz 0 1
C -0.99598 -0.26529 -1.28881
C 0.44676 -0.48478 -1.73645
C 1.45780 0.19954 -1.04505
C 0.01523 0.32501 1.74848
O -1.03234 -0.37951 1.76739
O 0.11726 1.58009 1.83529
N 0.68622 -1.32743 -2.72139
H -1.23416 -1.09899 -0.65077
H -1.07370 0.66367 -0.68193
H -1.63241 -0.17044 -2.16350
H 0.98948 -0.26100 1.67156
H 1.26119 0.95342 -0.29213
H 2.48452 0.02444 -1.36900
H -1.72311 1.11752 5.50189
H -0.08651 -1.91709 -2.95517
H -2.01115 1.72893 5.09843
*
```

## Properties
- HOMO energy: -8.97 eV

=====

S.
C4H9NO2 | ωB97M-V/def2-TZVPD

Structure (ORCA input):
```
! RIJCOSX wB97M-V def2-TZVPD def2/J DEFGRID3
* xyz 0 1
C -1.44380 1.31010 1.32851
N -0.74329 0.10751 0.89117
C 0.62425 0.40157 0.53880
O 1.45573 -0.73193 0.37416
C 1.06938 -1.56207 -0.70054
C 0.53902 -0.76166 -1.88078
O -0.64530 -0.63947 -2.09901
H -1.54483 2.09094 0.55552
H -2.45007 1.04426 1.65404
H -0.91427 1.73929 2.18919
H 1.05465 0.91569 1.39691
H 1.94146 -2.13607 -1.02890
H 0.27914 -2.26850 -0.42419
H 0.71027 1.03328 -0.37374
H 1.28716 -0.24480 -2.51223
H -1.21950 -0.29816 0.09107
*
```

## Properties
- HOMO energy: -9.19 eV
- Structure (SMILES): CNCOCC=O

=====

Order from most stable to least stable according to the calculation: Q, S, P, R

=====

P.
C4H9NO2 | ωB97M-V/def2-TZVPD

Structure (ORCA input):
```
! RIJCOSX wB97M-V def2-TZVPD def2/J DEFGRID3
* xyz 0 1
N 1.61889 0.36424 0.91677
C 1.24492 -0.95684 0.94710
O 1.44051 -1.68459 1.90132
C 0.37029 -1.33580 -0.23106
C -0.92578 -0.46172 -0.03909
C -1.08377 0.84340 -0.85174
O -0.45961 1.97510 -0.24145
H 1.47913 0.86520 1.78179
H 1.38634 0.90315 0.09459
H 0.84228 -1.12293 -1.19933
H 0.22169 -2.42561 -0.20254
H -1.80395 -1.07204 -0.26439
H -1.03223 -0.17075 1.01692
H -0.68256 0.71002 -1.86601
H -2.16038 1.04823 -0.93734
H -0.70756 2.75238 -0.76446
*
```

## Properties
- HOMO energy: -9.58 eV
- Structure (SMILES): NC(=O)CCCO

=====

Q.
C4H9NO2 | ωB97M-V/def2-TZVPD

Structure (ORCA input):
```
! RIJCOSX wB97M-V def2-TZVPD def2/J DEFGRID3
* xyz 0 1
C -1.04233 1.24799 -0.59962
C -0.39133 0.41061 0.48875
C -0.97188 -1.03495 0.52741
O -0.08990 -1.94895 1.09293
N 1.13818 0.52924 0.25135
C 1.93364 -0.30187 -0.47645
O 1.68893 -1.45098 -0.83366
H -0.66476 2.27149 -0.52953
H -2.13157 1.23719 -0.51490
H -0.77204 0.84997 -1.58165
H -0.55952 0.85076 1.48514
H -1.88311 -1.01217 1.14251
H -1.30734 -1.36830 -0.47260
H 0.60806 -1.99313 0.41957
H 1.53567 1.46498 0.39995
H 2.89861 0.16391 -0.74355
*
```

## Properties
- HOMO energy: -9.94 eV
- Structure (SMILES): C[C@@H](CO)NC=O

=====

Order from most stable to least stable according to the calculation: P, Q